{"formula": "C16H22MoN3O3S3SbSi", "method": "the ωB97M-V functional and the def2-TZVPD basis", "species": ["Mo", "S", "Sb", "S", "S", "N", "C", "O", "C", "C", "C", "N", "C", "C", "H", "H", "H", "H", "H", "H", "N", "C", "C", "O", "O", "H", "H", "H", "H", "H", "C", "Si", "C", "C", "C", "C", "C", "C", "C", "H", "H", "H", "H", "H", "H", "H", "H", "H", "H", "H"], "coordinates": [[-1.4619, -1.0798, -0.1277], [-4.6965, -4.0791, -0.4309], [-3.7894, -2.9201, 1.2658], [-1.2621, -3.0306, 1.0162], [-3.5240, -0.5206, 0.2267], [1.8135, 2.1634, 5.4558], [1.5080, 2.6436, 4.2289], [1.8010, 3.7508, 3.8363], [0.7731, 1.6944, 3.3052], [-0.0407, 2.2537, 2.3317], [-0.6648, 1.4206, 1.4332], [-0.5190, 0.0832, 1.4584], [0.2655, -0.4558, 2.4040], [0.9218, 0.3183, 3.3417], [2.2684, 2.7890, 6.1006], [1.4167, 1.3135, 5.8127], [-0.1537, 3.3259, 2.2640], [-1.3003, 1.8233, 0.6550], [0.3578, -1.5306, 2.3972], [1.5676, -0.1697, 4.0587], [-2.4321, -4.6053, -2.4995], [-2.2650, -3.6071, -3.5971], [-1.7966, -2.2556, -3.0434], [-1.5030, -1.3552, -3.7784], [-1.7864, -2.2718, -1.7336], [-2.6860, -5.5281, -2.8475], [-3.1765, -4.3024, -1.7899], [-1.5727, -4.6787, -1.9550], [-3.2330, -3.4867, -4.0796], [-1.5504, -3.9853, -4.3246], [1.2799, -1.0031, -2.5844], [0.2059, 0.2167, -1.6693], [-1.0874, 1.2215, -2.5627], [1.3414, 1.3454, -0.7024], [1.2885, 2.7398, -0.7911], [2.1297, 3.5472, -0.0374], [3.0473, 2.9743, 0.8296], [3.1382, 1.5906, 0.9184], [2.3006, 0.7932, 0.1547], [1.3213, -0.7625, -3.6478], [0.9269, -2.0282, -2.5004], [2.2890, -0.9388, -2.1744], [-0.8182, 1.3432, -3.6146], [-1.1786, 2.2058, -2.1024], [-2.0661, 0.7409, -2.5692], [0.5813, 3.2210, -1.4570], [2.0655, 4.6239, -0.1236], [3.6932, 3.6015, 1.4293], [3.8666, 1.1373, 1.5793], [2.3955, -0.2867, 0.2407]], "atomic_forces_ev_per_a": [[-0.62, -0.24, -0.37], [0.01, -0.04, -0.17], [0.14, 0.01, 0.22], [-0.05, -0.16, 0.30], [0.09, 0.25, 0.03], [0.06, 0.01, -0.01], [-0.07, -0.08, -0.09], [0.01, 0.03, 0.04], [0.06, 0.14, 0.13], [-0.06, -0.05, -0.03], [-0.03, 0.02, 0.06], [0.11, -0.13, 0.03], [-0.02, 0.17, 0.08], [-0.05, -0.14, -0.03], [-0.01, 0.00, 0.01], [-0.01, 0.01, 0.01], [0.01, 0.00, 0.02], [0.00, -0.01, 0.00], [0.01, -0.02, 0.01], [0.01, 0.01, 0.00], [0.13, 0.19, 0.11], [-0.14, -0.07, 0.06], [-0.31, -0.35, 0.31], [0.08, -0.01, -0.19], [0.50, 0.20, -0.24], [-0.01, 0.01, -0.04], [-0.01, -0.05, -0.11], [0.02, -0.04, 0.04], [0.03, 0.07, -0.06], [0.01, 0.06, -0.02], [0.06, -0.07, -0.11], [-0.01, 0.01, 0.26], [-0.15, 0.13, -0.10], [0.20, 0.13, -0.01], [-0.05, 0.05, -0.03], [0.01, -0.04, 0.00], [0.04, 0.00, -0.01], [0.00, 0.05, -0.06], [0.03, -0.05, -0.01], [0.00, 0.06, 0.00], [0.03, -0.08, 0.01], [0.00, -0.08, -0.05], [0.06, 0.03, 0.03], [-0.07, 0.03, -0.03], [0.02, 0.06, 0.03], [0.00, -0.03, -0.01], [0.00, 0.00, 0.00], [-0.02, 0.00, 0.01], [0.00, -0.01, 0.00], [-0.01, 0.01, -0.03]], "mulliken_spin": [1.05, 0.00, 0.01, 0.11, -0.09, 0.00, 0.00, 0.00, 0.00, 0.00, -0.02, 0.01, 0.00, 0.00, 0.00, 0.00, 0.00, 0.00, 0.01, 0.00, 0.00, 0.00, 0.00, 0.00, 0.00, 0.00, 0.00, 0.00, 0.00, 0.00, 0.00, -0.05, 0.00, 0.00, -0.01, 0.00, 0.00, 0.00, 0.01, 0.00, 0.00, 0.00, 0.00, 0.00, 0.00, 0.00, 0.00, 0.00, 0.00, 0.00], "lumo_energy_ha": [-0.162, -0.150], "gap_ev": [6.5, 6.8], "de_lowest_kj_mol": 166.0, "e_tot_ha": -2805.308281, "spin_multiplicity": 2, "e_homo_ev": [-10.881, -10.849], "total_charge": 1, "s_squared": 0.77}